[1]
Formula: C37H30N3O11SbSe4W
Source: the OMol25 dataset
Level of theory: the ωB97M-V functional and the def2-TZVPD basis

calculated total energy: -335590.149 eV
strongest force on any atom: 4.35 eV/Å
Kohn-Sham gap: 4.805 eV
ΔE to the lowest compared entry with this formula, charge and spin: 192.5 kJ/mol

Element x y z (Å)
W  -0.18866  0.62451  -0.27892
C  0.79500  1.79208  -6.31221
C  1.53332  0.73523  -5.52735
C  2.65732  0.09441  -6.29857
O  0.62815  -0.28231  -5.08473
C  0.52842  -0.30982  -3.66982
C  1.29677  0.94718  -3.21897
O  2.06628  1.31067  -4.34354
C  2.28657  0.74609  -2.04465
O  1.47777  0.28226  -0.92988
C  2.92988  2.04720  -1.59610
C  3.64303  2.01076  -0.40018
C  4.18680  3.16853  0.12385
C  4.03470  4.37864  -0.54926
C  3.34795  4.41270  -1.75171
C  2.79442  3.24688  -2.27863
C  3.32570  -0.32525  -2.30812
C  4.40121  -0.06860  -3.15726
C  5.36933  -1.03760  -3.36394
C  5.28675  -2.26480  -2.71380
C  4.22998  -2.51660  -1.85485
C  3.24971  -1.54879  -1.64983
C  -0.95636  -0.47436  -3.19195
O  -0.89855  -0.21062  -1.78687
C  -1.36730  -1.94887  -3.29845
C  -0.83551  -2.78567  -4.27611
C  -1.26356  -4.10554  -4.37766
C  -2.21908  -4.60124  -3.50600
C  -2.73905  -3.77427  -2.51617
C  -2.31803  -2.45528  -2.41319
C  -2.04519  0.38797  -3.83377
C  -2.09895  0.63770  -5.20130
C  -3.12167  1.41136  -5.74127
C  -4.12568  1.91975  -4.93404
C  -4.12462  1.60375  -3.57997
C  -3.10193  0.83726  -3.04308
H  0.34204  1.36384  -7.20909
H  1.50110  2.56778  -6.61199
H  0.01492  2.24506  -5.69974
H  2.25812  -0.40777  -7.18103
H  3.16085  -0.63645  -5.66630
H  3.37691  0.85036  -6.61850
H  1.04460  -1.19357  -3.29218
H  0.60298  1.75056  -2.94850
H  3.75860  1.07754  0.13575
H  4.71795  3.12434  1.06709
H  4.44701  5.28945  -0.13322
H  3.22803  5.34721  -2.28503
H  2.26179  3.29521  -3.21743
H  4.48336  0.89365  -3.64586
H  6.20182  -0.82916  -4.02487
H  6.05374  -3.01382  -2.86746
H  4.16451  -3.46240  -1.33100
H  2.43890  -1.74384  -0.96166
H  -0.09294  -2.41617  -4.96974
H  -0.83881  -4.74683  -5.14027
H  -2.55607  -5.62597  -3.59399
H  -3.47609  -4.15593  -1.82087
H  -2.72051  -1.82432  -1.63016
H  -1.35517  0.21549  -5.85556
H  -3.13110  1.60698  -6.80678
H  -4.91495  2.52923  -5.35636
H  -4.93222  1.94325  -2.94138
H  -3.13923  0.56282  -2.00102
Se  2.98547  -0.20541  2.76708
Sb  0.67327  0.18956  2.35087
Se  -0.27766  -1.58684  0.78726
Se  0.49011  2.48224  1.06884
Se  -0.87142  0.45256  4.15118
O  -5.19897  6.82669  -0.00106
N  -5.28046  5.71299  0.46922
O  -6.16213  5.32077  1.20172
C  -4.21694  4.74954  0.11804
C  -4.23572  3.49517  0.67745
C  -3.22614  2.63249  0.32045
C  -2.22617  2.92911  -0.61311
O  -1.42757  2.00737  -1.04021
C  -2.25060  4.23498  -1.11619
C  -3.22856  5.13511  -0.76193
N  -1.23599  4.72550  -2.09668
O  -1.45977  5.79950  -2.61876
O  -0.23416  4.06711  -2.24948
N  -3.25503  1.27937  0.93407
O  -4.29930  0.91079  1.40990
O  -2.21257  0.60707  0.99094
H  -5.00758  3.19696  1.37164
H  -3.21907  6.13167  -1.17640

Forces on the atoms, in the same order (eV/Å):
W -1.16 -0.99 -2.52
C -0.08 0.18 -0.11
C -0.07 -0.12 0.32
C 0.12 -0.12 -0.14
O 0.05 0.01 0.09
C 0.00 0.11 -0.19
C -0.04 -0.05 -0.17
O -0.10 -0.05 0.07
C 0.04 0.04 -0.10
O -0.20 0.77 -0.32
C 0.01 0.01 0.04
C 0.09 0.05 -0.01
C 0.02 0.11 0.03
C 0.00 -0.10 0.03
C -0.03 -0.11 0.01
C -0.04 0.16 0.05
C 0.04 -0.17 0.18
C -0.03 0.00 0.02
C -0.01 -0.04 0.01
C -0.01 0.04 -0.03
C -0.10 0.08 0.01
C 0.14 -0.08 -0.15
C 0.20 -0.30 0.24
O -0.04 0.34 -0.50
C -0.01 -0.06 -0.14
C -0.10 -0.04 0.04
C 0.03 0.09 0.03
C -0.03 0.07 0.07
C 0.04 0.05 -0.04
C 0.06 -0.12 -0.05
C 0.06 0.06 0.02
C -0.08 0.00 -0.06
C 0.02 -0.04 0.03
C 0.04 -0.03 0.07
C -0.01 -0.01 -0.05
C -0.07 0.05 -0.10
H 0.02 0.02 0.05
H -0.03 -0.03 -0.02
H 0.02 0.00 -0.02
H 0.02 0.03 0.02
H 0.00 0.01 -0.03
H -0.04 -0.03 0.03
H 0.08 -0.12 0.04
H -0.11 0.17 0.05
H -0.04 -0.06 0.05
H -0.02 0.02 -0.03
H 0.02 -0.02 -0.01
H 0.00 -0.02 0.00
H 0.00 0.02 0.04
H -0.01 -0.02 0.03
H -0.02 0.00 0.02
H -0.02 0.02 0.00
H 0.00 0.04 -0.01
H -0.01 -0.03 0.04
H -0.01 0.01 -0.01
H -0.02 0.03 0.01
H 0.01 0.01 0.03
H 0.01 0.01 -0.01
H -0.03 0.00 -0.04
H 0.00 0.02 0.02
H 0.00 -0.01 0.03
H 0.02 -0.03 0.02
H 0.01 -0.01 -0.01
H 0.03 0.03 0.08
Se -0.11 -0.01 -0.34
Sb 1.34 -0.45 4.12
Se 0.03 0.72 -0.10
Se 0.04 -0.36 -0.16
Se -0.06 0.11 -0.24
O 0.05 -0.03 -0.04
N 0.06 -0.01 0.02
O 0.01 -0.07 0.02
C -0.16 0.23 0.07
C -0.10 -0.02 0.12
C -0.11 -0.94 0.55
C 0.19 -0.30 0.09
O 0.40 0.22 -0.34
C 0.18 0.56 -0.62
C -0.01 0.12 -0.04
N -0.31 0.28 0.59
O 0.03 -0.34 -0.06
O 0.12 -0.18 -0.16
N -0.41 0.83 -0.01
O 0.66 -0.05 -0.19
O -0.52 -0.15 -0.28
H 0.01 0.01 0.01
H -0.02 0.01 -0.03

Atom charges from the Löwdin analysis, given in e for atoms 1 to 4: atom 1 (W): 1.156, atom 2 (C): 0.021, atom 3 (C): -0.557, atom 4 (C): 0.028



[2]
Formula: C37H30N6O6
Source: the OMol25 dataset
Level of theory: the ωB97M-V functional and the def2-TZVPD basis

calculated total energy: -60067.128 eV
strongest force on any atom: 3.87 eV/Å
Kohn-Sham gap: 5.310 eV
ΔE to the lowest compared entry with this formula, charge and spin: 83.3 kJ/mol

Element x y z (Å)
C  6.30143  0.40765  1.71780
C  5.48766  -0.65654  2.10876
C  4.16568  -0.72726  1.66301
C  3.59390  0.32186  0.92261
C  2.10558  0.28824  0.51113
C  1.97263  -0.01054  -0.98701
C  3.06887  -0.31775  -1.79911
C  2.93427  -0.27864  -3.19321
C  1.71923  0.08909  -3.77333
C  0.60527  0.32372  -2.96157
C  0.70820  0.07500  -1.59064
C  1.41344  -0.74252  1.38910
C  0.89498  -1.93456  0.88430
C  0.19235  -2.78713  1.74900
C  -0.00738  -2.44151  3.08244
C  0.64439  -1.32747  3.61916
C  1.40860  -0.50832  2.78315
C  1.39378  1.65422  0.78715
C  1.85837  2.83695  -0.08670
C  0.64500  3.73689  -0.28940
C  -0.57296  2.83428  -0.10022
N  -0.06943  1.65705  0.60866
C  -0.97130  0.76341  1.07351
C  -2.32171  0.78440  0.77176
C  -3.25801  0.35641  1.81013
C  -4.62795  0.15267  1.51592
C  -5.38891  -0.68049  2.32773
C  -4.82396  -1.24785  3.48143
C  -3.53554  -0.86899  3.88735
C  -2.80256  0.02559  3.10874
C  4.44256  1.33694  0.46895
C  5.78022  1.39180  0.87465
H  7.33633  0.45820  2.05576
H  5.86633  -1.44807  2.75596
H  3.58296  -1.61597  1.92213
H  4.03422  -0.58272  -1.35834
H  3.79873  -0.50661  -3.81769
H  1.61687  0.18633  -4.85570
H  -0.32262  0.72749  -3.37922
H  -0.18681  -0.02915  -0.97192
H  1.06332  -2.21665  -0.15659
H  -0.13337  -3.75532  1.38717
H  -0.64603  -3.07035  3.70369
H  0.58572  -1.10384  4.68730
H  1.99392  0.31856  3.20030
H  1.59128  1.92443  1.84317
H  2.67718  3.36598  0.41007
H  2.21738  2.47567  -1.05972
H  0.62585  4.53817  0.45885
H  0.63388  4.19641  -1.28163
H  -1.38398  3.33035  0.45730
H  -0.98976  2.53560  -1.08104
H  -0.61668  -0.03345  1.72403
H  -2.69484  1.41315  -0.03936
H  -5.03979  0.60913  0.61063
H  -6.41994  -0.90819  2.05004
H  -5.39108  -1.96991  4.07155
H  -3.09867  -1.27048  4.80546
H  -1.85307  0.43519  3.46862
H  4.08369  2.08519  -0.23575
H  6.40552  2.21096  0.51932
O  -1.87201  -1.50423  -6.35231
N  -1.69142  -1.72655  -5.16912
C  -2.13826  -1.21745  -3.96811
C  -1.65541  -2.02848  -2.93856
N  -0.84169  -3.02185  -3.44324
O  -0.87738  -2.83112  -4.78997
C  -2.04294  -1.74133  -1.56880
N  -1.73211  -2.67053  -0.52082
O  -0.88902  -3.57713  -0.71581
O  -2.29548  -2.52509  0.59459
C  -2.83734  -0.59609  -1.24096
C  -3.19311  0.22821  -2.32482
N  -3.59591  1.56972  -2.31170
O  -4.07058  2.28425  -1.43493
O  -3.32778  2.09791  -3.57765
N  -2.87790  1.12326  -4.43934
C  -2.84822  -0.01788  -3.67857
H  -3.50668  -0.65232  -0.37951

Forces on the atoms, in the same order (eV/Å):
C -0.15 0.05 0.03
C -0.08 0.12 -0.36
C 0.05 0.17 0.21
C 0.23 -0.13 -0.21
C 0.05 -0.66 -0.19
C 0.01 -0.72 -0.13
C -0.09 0.33 -0.32
C -0.16 -0.20 0.09
C 0.02 0.36 -0.02
C 0.28 -0.47 0.18
C -0.03 0.53 -0.15
C 0.55 -0.49 0.48
C 0.11 0.09 0.67
C 0.59 -0.02 0.26
C 0.07 -0.06 -0.10
C 0.35 0.26 -0.24
C -0.56 -0.36 -0.08
C 0.26 0.63 0.60
C 0.18 -0.09 -0.15
C -0.26 0.25 0.19
C 0.12 -0.09 -0.50
N -0.66 -0.10 -0.07
C -0.32 0.21 -0.01
C 0.66 1.63 0.71
C -0.35 -0.51 -0.08
C 0.62 -0.31 -0.11
C 0.04 0.01 0.43
C 0.09 0.01 -0.17
C -0.37 0.34 -0.19
C 0.00 -0.43 -0.29
C 0.39 0.07 0.24
C -0.18 -0.21 -0.01
H -0.26 0.02 -0.08
H 0.01 0.19 -0.25
H 0.15 0.49 -0.02
H -0.34 0.32 -0.16
H -0.28 0.00 0.13
H 0.17 0.08 0.29
H 0.24 -0.55 0.01
H 0.40 0.56 -0.38
H -0.17 0.15 0.33
H -0.19 0.33 0.06
H 0.28 0.13 -0.08
H -0.02 -0.10 -0.33
H -0.40 -0.26 -0.16
H 0.04 -0.23 -0.37
H -0.21 -0.05 -0.19
H -0.09 0.05 0.23
H 0.03 -0.12 -0.16
H 0.07 0.01 0.20
H 0.23 -0.35 -0.05
H 0.10 0.04 0.25
H -0.21 0.60 0.03
H 0.19 0.23 0.82
H 0.04 -0.29 0.21
H 0.28 0.08 0.15
H 0.13 0.26 -0.17
H -0.26 0.25 -0.20
H -0.25 -0.45 -0.22
H 0.19 -0.27 0.33
H -0.09 -0.24 0.10
O 0.24 0.09 1.14
N -0.25 -0.01 1.60
C 0.15 -0.64 -2.27
C 2.04 -2.05 -0.28
N -2.03 2.37 0.97
O -0.29 0.27 -0.64
C -1.21 1.48 0.45
N 0.19 -1.44 2.13
O -1.73 1.66 -0.59
O 0.64 0.09 -2.32
C -0.23 -3.86 0.17
C -0.22 2.90 -1.60
N 0.42 -1.68 0.56
O 0.56 -0.51 -1.15
O -0.70 -0.35 0.29
N -0.32 -2.27 1.91
C 0.86 2.92 -1.32
H 0.67 -0.04 -0.13

Atom charges from the Löwdin analysis, given in e for atoms 1 to 4: atom 1 (C): -0.088, atom 2 (C): -0.069, atom 3 (C): -0.022, atom 4 (C): -0.158



[3]
Formula: C37H31AsP2RuS4Si
Source: the OMol25 dataset
Level of theory: the ωB97M-V functional and the def2-TZVPD basis

calculated total energy: -172091.005 eV
strongest force on any atom: 0.61 eV/Å
Kohn-Sham gap (alpha / beta): 5.381 / 5.954 eV
ΔE to the lowest compared entry with this formula, charge and spin: 165.8 kJ/mol
total charge: -1
spin multiplicity: 6

Element x y z (Å)
Ru  -0.49916  -0.34483  0.06847
C  -0.90913  -1.31071  3.74089
Si  -0.16807  -0.19967  2.40076
C  1.72154  -0.28193  2.75547
C  2.26206  -0.16178  4.03693
C  3.61664  -0.32202  4.28408
C  4.47591  -0.62506  3.23713
C  3.97146  -0.75431  1.95289
C  2.60885  -0.58122  1.71039
P  1.91236  -0.69574  0.01481
C  1.32370  -2.42519  -0.16808
C  1.59637  -3.44320  0.75033
C  1.05485  -4.70403  0.57682
C  0.25117  -4.98393  -0.52563
C  0.00630  -3.99684  -1.46694
C  0.54421  -2.72718  -1.29223
C  3.43021  -0.66986  -1.02547
C  3.92964  -1.78314  -1.69390
C  5.04662  -1.67209  -2.51358
C  5.67933  -0.44935  -2.67280
C  5.18568  0.67056  -2.01284
C  4.06724  0.55977  -1.20552
C  -0.67648  1.59442  2.85022
C  -0.70653  2.04774  4.17408
C  -0.93641  3.37333  4.49427
C  -1.11711  4.30245  3.47686
C  -1.10964  3.87810  2.16086
C  -0.93691  2.53008  1.83858
P  -0.96223  1.94947  0.07435
C  -2.52687  2.57378  -0.66360
C  -3.24307  1.67146  -1.44305
C  -4.43187  2.03977  -2.06054
C  -4.91781  3.32648  -1.90861
C  -4.20449  4.24680  -1.14926
C  -3.01879  3.87432  -0.53843
C  0.30013  3.06612  -0.63633
C  0.15038  3.67113  -1.88138
C  1.18906  4.40495  -2.43905
C  2.39210  4.53935  -1.76279
C  2.55196  3.93595  -0.52151
C  1.51555  3.20541  0.03624
H  -0.52270  -1.09370  4.74086
H  -0.67848  -2.35427  3.51351
H  -1.99584  -1.21907  3.76714
H  1.60439  0.06550  4.86907
H  4.00170  -0.21446  5.29116
H  5.53458  -0.76374  3.41788
H  4.64727  -0.99081  1.14045
H  2.20126  -3.22883  1.62384
H  1.24665  -5.47424  1.31346
H  -0.18794  -5.96612  -0.63986
H  -0.62828  -4.19586  -2.32105
H  0.36254  -1.96388  -2.04422
H  3.44897  -2.74671  -1.57871
H  5.41976  -2.54860  -3.02857
H  6.54808  -0.36457  -3.31340
H  5.66490  1.63324  -2.13996
H  3.67270  1.44539  -0.71768
H  -0.53677  1.33883  4.97762
H  -0.95402  3.68970  5.53055
H  -1.25935  5.35120  3.70712
H  -1.20970  4.61630  1.37553
H  -2.86272  0.66619  -1.56965
H  -4.96983  1.30777  -2.64826
H  -5.84830  3.61620  -2.38033
H  -4.57176  5.25894  -1.03616
H  -2.47380  4.61649  0.02751
H  -0.78124  3.56366  -2.42305
H  1.05479  4.86950  -3.40805
H  3.20155  5.11142  -2.19861
H  3.48721  4.03492  0.01646
H  1.65041  2.73783  1.00660
S  -4.35491  -4.51559  1.27926
As  -3.77221  -3.86889  -0.58362
S  -3.54271  -0.76087  1.19497
S  -2.55968  -1.80579  -0.12641
S  -4.95390  -3.38666  -2.22219

Forces on the atoms, in the same order (eV/Å):
Ru 0.16 0.41 -0.24
C 0.01 -0.04 0.00
Si -0.02 0.06 0.22
C 0.04 -0.04 0.01
C -0.06 0.02 0.04
C 0.03 0.01 -0.01
C -0.01 0.00 0.02
C 0.05 0.01 0.01
C 0.03 0.03 -0.13
P -0.36 -0.38 0.03
C 0.29 -0.04 -0.08
C -0.09 0.10 0.10
C -0.06 -0.06 -0.03
C 0.01 0.02 0.05
C -0.03 0.04 0.10
C 0.11 -0.03 -0.17
C -0.08 0.13 -0.05
C 0.00 -0.05 0.01
C 0.01 0.01 0.00
C 0.01 0.02 0.01
C 0.02 -0.05 -0.03
C -0.04 0.07 0.01
C 0.01 0.05 0.03
C 0.03 -0.06 0.02
C -0.01 0.05 0.01
C 0.00 -0.01 0.02
C 0.02 0.04 -0.03
C 0.02 0.03 -0.11
P -0.06 -0.39 0.21
C 0.04 0.12 -0.01
C 0.00 -0.03 -0.01
C 0.04 -0.03 0.02
C -0.03 0.02 0.00
C -0.02 -0.03 -0.03
C 0.03 0.04 0.01
C 0.00 0.00 -0.06
C 0.02 -0.01 0.01
C -0.01 -0.01 -0.01
C 0.03 0.02 0.00
C -0.02 0.03 0.00
C 0.01 0.02 0.02
H 0.02 0.02 0.02
H 0.01 -0.01 0.00
H -0.02 0.02 -0.03
H -0.01 0.00 0.02
H 0.01 0.00 0.01
H 0.01 0.00 0.01
H -0.02 0.00 -0.01
H 0.01 0.01 -0.02
H 0.00 -0.01 0.00
H -0.01 -0.01 -0.01
H 0.02 -0.03 -0.02
H 0.04 -0.04 0.02
H -0.02 0.01 0.02
H 0.01 0.00 0.00
H 0.01 0.00 0.00
H 0.01 0.01 0.00
H -0.01 -0.06 0.00
H 0.00 -0.01 0.01
H 0.00 0.00 0.01
H 0.00 0.00 0.01
H 0.05 -0.03 0.09
H 0.01 -0.06 0.05
H -0.03 0.01 -0.01
H -0.01 0.01 -0.01
H -0.01 0.02 0.00
H -0.08 -0.04 -0.06
H -0.02 0.00 0.00
H 0.01 0.01 -0.01
H 0.00 0.00 0.00
H 0.01 0.01 0.00
H -0.01 -0.01 -0.01
S -0.28 -0.09 0.25
As 0.55 -0.11 -0.23
S -0.12 0.02 0.10
S -0.01 0.24 -0.10
S -0.23 0.05 -0.07

Atom charges from the Löwdin analysis, given in e for atoms 1 to 4: atom 1 (Ru): 0.263, atom 2 (C): -0.226, atom 3 (Si): 0.483, atom 4 (C): -0.280